Record 1
Density functional theory data (ωB97M-V with the def2-TZVPD basis set) for one molecule with the formula C2H4Cl2N2O in a non-equilibrium geometry.

Structure (XYZ):
```
11
Properties=species:S:1:pos:R:3:forces:R:3
C 0.358 0.926 -1.087 -4.87 2.38 -2.58
C 0.300 -1.096 0.188 2.16 -1.41 -0.24
N 1.030 0.076 -0.394 0.87 -1.03 2.50
N -1.617 0.179 0.802 0.98 0.03 -0.83
O -0.591 -0.746 1.097 -1.36 0.46 1.25
Cl -0.375 -2.036 -1.226 0.26 0.12 0.57
Cl -1.474 1.250 2.144 -0.24 0.38 0.12
H 0.411 2.068 -1.026 0.50 -1.99 0.17
H -0.518 0.538 -1.734 1.92 0.61 0.93
H 1.016 -1.730 0.852 -0.91 0.81 -1.97
H 1.461 0.571 0.383 0.69 -0.36 0.07
```
Forces are in eV/Å.


Record 2
Density functional theory data (ωB97M-V with the def2-TZVPD basis set) for a 2-piece molecular cluster, C2H4Cl2O overall in a non-equilibrium geometry.

Structure (XYZ):
```
9
Properties=species:S:1:pos:R:3:forces:R:3
C 0.048 -1.192 -0.586 -1.95 -0.33 2.33
C 0.259 0.779 0.939 -1.21 -3.37 -0.82
O -0.681 1.599 0.482 0.91 0.29 -2.38
Cl -1.599 -0.825 -1.209 0.70 0.11 -0.06
Cl 1.932 1.155 0.526 -0.75 0.00 0.83
H 0.745 -1.278 -1.380 0.76 0.62 -0.76
H -0.064 -2.227 -0.129 0.32 1.55 0.00
H -0.139 0.189 1.880 1.72 1.57 -1.75
H -0.500 1.800 -0.523 -0.51 -0.44 2.62
```
Forces are in eV/Å.


Record 3
11
Properties=species:S:1:pos:R:3:forces:R:3 method="wB97M-V/def2-TZVPD" multiplicity=3
C 1.478 -0.246 0.505 3.72 -5.24 5.70
C 0.024 0.817 -0.462 -4.78 3.42 -2.65
O -1.113 -1.578 -1.297 0.68 -1.00 -1.10
P -1.279 -0.435 -0.440 -0.36 1.17 0.33
Cl -0.350 2.296 0.396 0.60 -1.33 -0.70
Cl -3.040 0.490 -0.804 0.04 0.29 -0.03
Cl -1.514 -0.946 1.450 0.02 -0.06 0.98
H 1.573 -0.020 1.622 -0.58 0.21 -1.50
H 2.354 0.052 0.019 0.93 1.03 -1.35
H 1.391 -1.386 0.469 -0.45 1.52 -0.46
H 0.477 0.957 -1.458 0.17 -0.02 0.78


Record 4
Density functional theory data (ωB97M-V with the def2-TZVPD basis set) for one molecule with the formula C2H4Cl3P in a non-equilibrium geometry.

Structure (XYZ):
```
10
Properties=species:S:1:pos:R:3:forces:R:3
C 0.480 0.409 -1.285 -1.96 -1.64 0.26
C 1.432 -0.541 -0.688 0.46 0.83 0.66
P -1.651 0.326 1.534 2.28 -1.27 1.76
Cl -0.421 1.297 0.123 -0.06 0.47 -0.70
Cl 0.665 -1.964 0.300 0.73 0.72 -0.61
Cl 2.624 0.381 0.464 -0.87 -1.31 -1.29
H -0.406 -0.290 -1.588 1.41 1.30 -0.17
H 1.917 -0.925 -1.613 0.26 -0.28 1.14
H -1.993 1.597 1.939 -1.26 0.55 -0.11
H -2.647 -0.291 0.815 -0.99 0.65 -0.94
```
Forces are in eV/Å.


What did we get for calculated total energy? Answer: -32205.680; -29227.495; -51038.342; -48990.437 eV, in the order shown.